# 1
The following is a DFT calculation (ωB97M-V with the def2-TZVPD basis set) of a molecular structure, C19H17EuF5N2 at a distorted geometry.

Properties
Energy relative to the best compared isomer or geometry (same formula, charge and spin) ... 0.0 kcal per mole
Frontier orbital gap (spin up / spin down) ... 5.4 / 5.6 eV
HOMO level (spin up / spin down) ... -6.4108 / -6.5968 eV
Electronic energy ... -55872.3096 eV

ORCA input file:
```
! wB97M-V def2-TZVPD RIJCOSX def2/J DEFGRID3
* xyz 0 8
Eu -0.6723 -0.0191 -0.0666
F 2.4848 -1.4091 1.7368
F -1.4075 1.1852 2.7130
F 2.9049 -1.7630 4.4167
F -0.6545 1.2515 5.3656
F 1.4217 -0.3431 6.2429
N 0.8910 -1.8132 -0.9736
N 1.1594 0.7641 -1.6284
C -0.2725 0.5096 3.1224
C 3.1864 0.3938 -2.8859
C 0.4964 -0.1720 2.2044
C -5.7547 1.6503 -0.7988
C 2.2119 2.5813 -2.8243
C 0.7809 -3.0098 -0.3758
C -5.7469 0.3530 0.0060
C 2.0016 -1.4879 -1.6860
C 1.9009 -0.9678 3.9983
C 3.2207 1.7301 -3.2761
C 1.6102 -0.8621 2.6270
C 0.0620 0.5174 4.4886
C 1.2117 2.0640 -1.9869
C 2.1267 -0.0781 -2.0939
C 1.1357 -0.2576 4.9264
C 2.8085 -3.7361 -1.4315
C -1.5881 2.2828 -0.2395
C 1.7075 -4.0282 -0.6162
C 2.9837 -2.4521 -1.9514
H 1.5557 -5.0076 -0.1545
H 4.0174 2.0842 -3.9229
H -2.5206 2.3820 0.3346
H -5.9451 -0.5075 -0.6374
H -4.8874 1.7262 -1.4583
H -4.7913 0.1886 0.5103
H -0.8085 2.9512 0.1630
H 3.9534 -0.3159 -3.1783
H 3.5534 -4.4992 -1.6518
H -6.6517 1.7123 -1.4208
H 0.3979 2.6718 -1.5764
H -1.7470 2.4908 -1.3121
H -5.7586 2.5243 -0.1430
H -0.0764 -3.1304 0.2949
H 3.8563 -2.1582 -2.5297
H -6.5293 0.3715 0.7690
H 2.1717 3.6317 -3.0998
*
```


# 2
The following is a DFT calculation (ωB97M-V with the def2-TZVPD basis set) of 2 unconnected molecules or ions with the total composition C4H12 at a distorted geometry.

Properties
Energy relative to the best compared isomer or geometry (same formula, charge and spin) ... 8.8 kcal per mole
Frontier orbital gap ... 12.7 eV
HOMO level ... -11.5448 eV
Electronic energy ... -4342.1446 eV
Structure (SMILES) ... CC.CC

ORCA input file:
```
! wB97M-V def2-TZVPD RIJCOSX def2/J DEFGRID3
* xyz 0 1
C 2.1090 1.2047 -1.6303
C -2.1895 -0.9499 1.7760
C 2.0985 0.1746 -0.5161
C -2.0170 -0.4273 0.3549
H 1.9542 0.7781 -2.6161
H 3.0847 1.6968 -1.6296
H -1.7935 0.6472 0.3910
H -1.2241 -0.9230 -0.1941
H 3.0448 -0.1290 -0.0785
H 1.6530 -0.7659 -0.8846
H 1.3889 0.3157 0.3069
H -1.2970 -0.7428 2.3717
H -2.3644 -2.0192 1.8623
H 1.3813 2.0019 -1.5013
H -2.9973 -0.4040 2.2644
H -2.9777 -0.3387 -0.1585
*
```


# 3
The following is a DFT calculation (ωB97M-V with the def2-TZVPD basis set) of a molecular structure, C25H41F3O2OsP2 at a distorted geometry.

Properties
Energy relative to the best compared isomer or geometry (same formula, charge and spin) ... 6.3 kcal per mole
Frontier orbital gap (spin up / spin down) ... 7.8 / 4.1 eV
HOMO level (spin up / spin down) ... -12.5730 / -14.1747 eV
Electronic energy ... -59862.2446 eV

ORCA input file:
```
! wB97M-V def2-TZVPD RIJCOSX def2/J DEFGRID3
* xyz 2 5
Os -1.0523 -0.4298 1.1618
P 3.4231 0.4035 -2.0641
P 1.7733 2.6527 -3.1705
F -5.0316 -3.7771 0.1141
F -3.6987 -5.1555 -0.9684
F -4.9468 -3.7362 -2.0785
O -2.4591 -2.6388 -2.0154
O -2.7090 -2.4313 0.2458
C 1.4851 0.9921 0.4413
C -0.2014 1.4631 3.6152
C -3.2428 -0.3180 2.2746
C -3.2193 -2.6966 3.2626
C -2.3769 0.8335 2.2780
C -1.1949 0.4876 3.0715
C -2.7572 2.1933 1.7934
C -0.4927 -1.6174 4.4665
C -0.2524 -0.5048 -1.6328
C -0.0099 1.1674 0.3428
C 0.2361 -1.9381 0.4434
C 0.9318 -1.2753 1.5000
C -1.3695 -0.8915 3.5018
C 0.5071 -1.7010 -1.0150
C -2.6234 -1.3615 3.0221
C 2.9993 4.0494 -3.1041
C 2.9851 1.2929 -3.6268
C 4.3221 -1.0124 -2.8139
C -0.8166 0.4810 -0.6527
C -4.1886 -3.8763 -0.9618
C 4.8835 1.4121 -1.5485
C 1.9761 -0.2128 1.2716
C -4.5956 -0.3820 1.6696
C 1.3568 3.0650 -4.9292
C -3.0014 -2.8607 -0.9195
H -4.8336 0.5361 1.1238
H -2.5421 -3.3722 3.7922
H -3.1727 2.1471 0.7826
H 2.4197 4.9808 -3.1748
H 1.5888 -1.5945 -1.1942
H 1.8872 0.9118 -0.5884
H 2.8640 -0.6465 0.7869
H -3.5257 2.6006 2.4611
H 3.5545 4.0638 -2.1608
H 0.7705 0.9862 3.7762
H -0.0637 2.2974 2.9249
H 0.6704 3.9235 -4.9203
H 0.3776 0.0029 -2.3780
H 4.6312 -1.6880 -2.0050
H -0.9081 -1.5056 5.4779
H 0.1459 -2.5909 -1.5518
H -0.2261 -2.9046 0.6862
H -3.4801 -3.1573 2.3018
H -1.7156 1.0098 -0.9990
H 1.9324 1.9045 0.8661
H -5.3475 -0.5365 2.4545
H 5.6405 1.4407 -2.3483
H 3.8937 1.7021 -4.1179
H -0.3396 2.1828 0.5738
H 1.0653 -1.8588 2.4143
H 2.2604 3.3203 -5.5060
H 2.3119 0.1714 2.2466
H -4.1497 -2.6035 3.8380
H 0.8542 2.2089 -5.3978
H 2.4849 0.5863 -4.3213
H -1.8928 2.8596 1.7970
H -4.6599 -1.2421 0.9888
H 3.6369 -1.5435 -3.4882
H 3.7030 4.0039 -3.9498
H 4.6004 2.4334 -1.2681
H 5.2025 -0.6634 -3.3724
H -1.1135 -0.9366 -2.1647
H -0.4448 -2.6926 4.2534
H -0.5571 1.8671 4.5732
H 5.3155 0.9263 -0.6610
H 0.5221 -1.2073 4.4738
*
```